No. 1
136
Properties=species:S:1:pos:R:3:forces:R:3 method="wB97M-V/def2-TZVPD" homo_ev=-8.345 smiles=CC1(C)CCCC(C)(C)N1O.CC1(C)CCCC(C)(C)N1O.CC1(C)CCCC(C)(C)N1O.COC[C@H](C)N.COC[C@H](C)N.CO.CO lumo_ev=0.21 gap_ev=8.56
C 12.88705 -5.24569 16.39401 1.79 0.63 0.51
C 12.86361 -5.91058 14.99085 1.26 -1.86 1.60
C 14.16718 -5.62754 14.16194 -0.04 0.89 1.35
C 12.84911 -7.46133 15.36813 -0.93 0.70 -0.58
C 12.66060 -8.30301 14.14732 -1.71 0.60 -0.64
C 11.27422 -7.85661 13.49562 0.79 0.99 -0.14
C 11.08179 -6.27457 13.20018 1.84 -0.69 -0.86
C 11.92735 -5.87822 11.88526 -0.72 -0.37 0.56
C 9.57823 -5.93911 13.00428 1.34 -0.49 0.47
N 11.61694 -5.53594 14.40090 -1.23 -3.30 -0.66
O 11.63039 -4.19085 14.24066 -0.55 2.12 -0.73
H 12.84126 -4.16647 16.53991 -0.16 0.29 -1.04
H 12.21314 -5.58137 17.18221 -0.33 -0.79 -0.58
H 13.89818 -5.44532 16.74878 0.10 -0.24 0.42
H 14.40649 -6.23584 13.28970 -0.64 0.15 0.01
H 14.21433 -4.55709 13.96191 -0.17 0.00 -0.62
H 15.01484 -5.74889 14.83637 0.07 -0.32 0.22
H 13.66317 -7.91927 15.92999 0.46 1.03 0.24
H 11.94520 -7.59323 15.96281 -0.03 -0.02 0.29
H 13.50963 -8.20962 13.47018 -0.14 0.05 -0.26
H 12.62590 -9.34364 14.46981 -0.25 -0.17 -0.31
H 10.43758 -8.10173 14.14988 0.17 -0.36 0.22
H 11.15706 -8.41267 12.56548 -0.29 0.19 -0.16
H 12.18282 -4.82270 11.97857 0.42 -0.16 -0.11
H 11.46484 -6.00577 10.90653 -1.09 0.17 0.23
H 12.76945 -6.54078 11.68532 0.54 0.31 0.87
H 9.04291 -6.25016 13.90138 -0.15 -0.02 -0.03
H 9.24963 -6.52256 12.14422 -0.29 0.27 -0.01
H 9.44105 -4.86601 12.87108 -0.04 -0.10 -0.27
H 10.90495 -3.91901 14.80762 -0.01 0.49 0.00
C 19.44451 -0.15132 10.07519 0.03 0.68 -0.50
C 18.60941 0.95071 9.34803 -0.50 -1.02 0.94
C 17.27491 0.27726 8.93782 1.07 -0.21 -0.69
C 18.13395 2.03716 10.32590 1.01 1.78 1.11
C 19.04866 3.25533 10.57723 0.77 0.83 0.22
C 19.72533 3.76475 9.34123 0.40 -0.42 -1.20
C 20.34628 2.62019 8.46671 -0.26 0.52 -0.54
C 20.70901 3.31516 7.12211 -0.09 -1.16 -0.43
C 21.66588 2.06611 9.08253 -0.91 0.51 0.17
N 19.27343 1.57937 8.19578 0.18 1.50 -0.08
O 19.70120 0.67357 7.15250 -0.08 0.11 1.37
H 18.79878 -0.74119 10.72572 0.08 0.13 0.16
H 19.86436 -0.83181 9.33441 0.06 0.07 -0.03
H 20.26467 0.30090 10.63280 -0.14 -0.26 0.16
H 16.66405 1.05184 8.47417 -0.26 -0.43 -0.23
H 17.53447 -0.55614 8.28501 -0.29 0.13 -0.60
H 16.76276 -0.22329 9.75956 0.03 0.53 0.32
H 17.18752 2.50592 10.05638 -0.18 -0.51 -0.44
H 18.01818 1.66614 11.34425 -0.39 -0.76 -0.22
H 18.51771 4.12250 10.96993 -0.72 -0.23 0.11
H 19.80496 3.15989 11.35633 0.16 -0.90 0.07
H 20.49759 4.51668 9.50347 0.50 -0.33 0.62
H 19.05461 4.40718 8.77068 -0.56 -0.63 -0.53
H 19.82106 3.49375 6.51568 -0.32 0.81 0.52
H 21.23073 2.68834 6.39891 0.52 -0.49 0.48
H 21.35773 4.17581 7.28503 -0.40 0.21 0.04
H 22.33447 2.89224 9.32461 0.26 0.16 -0.73
H 22.06490 1.37450 8.34053 0.37 -0.10 0.43
H 21.54945 1.64340 10.08045 -0.27 -0.51 -0.31
H 19.02352 0.80697 6.48575 -0.07 0.00 -0.13
C 14.35987 -0.84627 2.91438 0.23 -0.08 -0.22
C 15.49023 -1.17418 3.89308 -0.62 -0.56 0.27
C 15.42601 -0.16386 5.08618 -0.44 -0.44 0.01
C 15.12318 -2.63255 4.30071 -0.32 0.41 -0.13
C 16.16751 -3.39185 4.95862 1.74 -1.71 1.71
C 17.51560 -3.46230 4.19052 -1.77 0.77 1.60
C 17.92079 -2.02209 3.83940 1.39 -1.63 -2.19
C 18.61025 -1.39534 5.00609 0.19 2.24 0.97
C 18.98418 -2.12125 2.70121 0.83 0.63 -0.01
N 16.79688 -1.29156 3.18330 -1.54 -1.94 1.46
O 17.17596 -0.14005 2.51482 0.28 0.69 0.15
H 13.37638 -0.90181 3.38102 0.14 0.06 0.47
H 14.43495 0.15013 2.47888 0.18 -0.21 -0.36
H 14.35991 -1.69214 2.22691 0.02 0.59 -0.77
H 14.42753 0.17585 5.36136 -0.59 0.05 -1.04
H 15.59526 -0.59798 6.07158 1.45 -0.09 -0.07
H 15.96802 0.74310 4.81833 0.40 -0.15 0.46
H 14.28616 -2.60181 4.99825 -0.45 0.07 -0.41
H 14.94632 -3.31463 3.46910 -0.91 0.88 -0.76
H 16.19586 -3.11757 6.01317 1.01 0.59 0.18
H 15.89140 -4.43745 5.09500 -0.54 -0.23 -0.29
H 17.39337 -4.18133 3.38048 0.13 0.41 -0.40
H 18.17152 -3.90351 4.94099 0.67 0.15 -0.37
H 18.47053 -0.32580 4.84905 0.07 0.40 0.01
H 19.69566 -1.48191 5.05594 0.00 -0.57 -0.30
H 18.25979 -1.54172 6.02778 -0.46 -0.57 -0.16
H 19.87386 -2.72029 2.89547 -0.35 -0.60 0.63
H 19.46860 -1.15432 2.56528 -0.32 0.34 -0.20
H 18.61807 -2.45346 1.72977 -0.44 -0.03 0.11
H 17.34711 -0.50653 1.64419 0.02 0.45 -0.33
C 17.19258 -5.80763 11.88631 -0.34 0.34 0.10
O 17.46104 -5.08402 10.70727 -0.01 0.62 0.11
C 18.19961 -5.72498 9.70961 0.05 -1.09 0.55
C 19.25651 -4.85396 9.15218 1.77 1.96 1.55
C 18.76415 -3.46060 8.66070 -0.40 -1.64 -1.14
N 20.15857 -5.58202 8.26744 -0.68 1.11 -0.88
H 18.01777 -6.37313 12.31919 0.41 -0.36 -0.63
H 16.32975 -6.44790 11.70279 -0.04 -0.22 0.38
H 17.00071 -5.08405 12.67860 -0.53 0.14 -0.21
H 18.74229 -6.54691 10.17654 -0.02 -0.46 -0.03
H 17.62729 -6.15163 8.88589 -0.74 -0.02 -0.04
H 19.88083 -4.59058 10.00598 0.18 -0.06 0.35
H 18.10507 -2.92420 9.34334 0.48 -0.22 0.43
H 18.09321 -3.72146 7.84223 -0.11 0.39 -0.64
H 19.57491 -2.84147 8.27672 -0.05 -0.07 0.15
H 19.63752 -5.82115 7.43593 0.28 -0.47 -0.26
H 20.62197 -6.38256 8.67304 -0.30 0.01 0.09
C 21.04067 -6.60335 4.09545 -0.28 0.60 -1.21
O 22.27774 -6.82320 3.32347 -0.73 -0.81 2.61
C 22.44099 -5.85138 2.34797 -1.10 -0.20 -2.66
C 23.68080 -5.93115 1.39730 0.75 -0.57 1.37
C 23.61524 -5.01222 0.22357 -1.22 1.84 -0.02
N 23.91459 -7.19657 0.72270 -0.64 -1.36 -0.03
H 21.07647 -5.87495 4.90555 0.95 -0.06 0.20
H 20.47963 -7.46788 4.45032 1.17 -0.73 0.04
H 20.26066 -6.17103 3.46872 0.15 0.25 -0.73
H 21.63111 -6.07918 1.65493 -0.52 0.37 -0.57
H 22.19223 -4.85517 2.71374 0.76 0.32 0.13
H 24.58300 -5.74479 1.97987 0.03 0.57 0.37
H 23.30324 -4.00439 0.49750 0.47 0.41 0.21
H 22.80450 -5.30647 -0.44292 0.23 -0.45 -0.14
H 24.55857 -4.97079 -0.32095 -0.11 -0.06 0.05
H 24.88783 -7.25126 0.45832 -0.07 -0.23 0.04
H 23.63310 -8.04535 1.19222 0.15 0.14 0.37
C 14.06738 -8.90809 9.97866 0.29 -0.12 -0.02
O 14.06000 -8.66319 8.57540 -0.07 0.34 0.17
H 14.03786 -9.98569 10.13997 -0.29 0.00 0.40
H 14.95409 -8.52328 10.48240 0.34 0.03 -0.16
H 13.23634 -8.38629 10.45321 -0.26 -0.29 -0.34
H 14.74812 -9.20484 8.18209 -0.01 0.01 -0.02
C 18.96204 -9.53714 11.23340 -0.43 -0.18 -1.49
O 17.59116 -9.90481 10.72159 2.05 0.69 1.45
H 19.62620 -10.39406 11.34594 -0.47 -0.39 0.13
H 19.46466 -8.92503 10.48454 -0.14 0.14 -0.20
H 19.03631 -8.94183 12.14345 -1.06 -0.23 0.12
H 17.66665 -9.86525 9.76538 0.05 0.00 -0.01

No. 2
44
Properties=species:S:1:pos:R:3:forces:R:3 method="wB97M-V/def2-TZVPD" homo_ev="-11.512 / -11.523" total_charge=+1 lumo_ev="-5.78 / -5.74" gap_ev="5.73 / 5.78"
Ru 0.55902 0.40957 -0.21176 1.09 0.55 -0.60
C -0.49015 4.45666 0.86011 -0.01 -0.03 0.01
C -0.41621 3.03922 0.41444 0.18 0.07 0.01
N 0.64731 2.32223 0.41151 -0.08 0.02 0.04
N 1.88293 2.85986 0.68696 0.08 0.08 0.15
C 2.79591 2.27951 -0.02090 -0.34 0.17 -0.03
N 4.08279 2.62436 0.05117 0.01 -0.02 -0.03
S 2.39955 0.98092 -1.25839 -0.87 -0.66 0.67
C -1.55037 2.35645 -0.24167 -0.17 -0.10 -0.08
C -2.81872 2.88748 -0.32693 0.18 0.04 0.08
C -3.77476 2.23037 -1.09319 -0.08 -0.10 -0.08
C -3.43126 1.07303 -1.76232 -0.04 0.07 0.03
C -2.14508 0.57348 -1.62143 0.02 0.02 -0.01
N -1.23222 1.19570 -0.87912 0.02 -0.07 0.07
H 0.43571 4.74752 1.34565 0.01 -0.01 -0.01
H -1.31703 4.58273 1.56046 0.00 0.00 0.00
H -0.67167 5.11486 0.00840 0.00 0.00 -0.01
H 4.37825 3.31230 0.72501 -0.01 0.01 0.01
H 4.78175 2.10409 -0.44872 0.01 -0.01 -0.01
H -3.05480 3.80572 0.19067 -0.01 0.00 -0.01
H -4.77695 2.63036 -1.16758 0.00 0.00 0.00
H -4.14295 0.54143 -2.37620 0.00 0.00 0.00
H -1.83862 -0.34830 -2.08705 0.00 0.00 0.01
Cl -0.45351 -2.40459 3.61561 -0.01 -0.01 0.00
C 0.81462 -1.19975 3.41738 0.03 0.00 -0.01
Cl 0.58559 0.14109 4.55644 0.00 0.00 0.00
Cl 2.39741 -1.92762 3.63940 -0.01 0.01 -0.01
C 0.69852 -0.57995 2.02240 0.00 0.01 0.07
O -0.42317 -0.30178 1.53673 0.25 -0.02 -0.16
O 1.73382 -0.30773 1.34780 -0.16 0.02 0.01
C -1.34963 -4.64856 -0.61396 0.02 0.00 0.00
N -0.19832 -3.77334 -0.81989 -0.10 0.05 0.00
C 1.03617 -4.26282 -1.10625 0.14 -0.05 -0.02
C 2.09737 -3.46024 -1.30165 -0.12 -0.16 0.04
C 1.90398 -2.04391 -1.18208 0.52 0.16 -0.04
O 2.88234 -1.26398 -1.34099 -0.42 -0.17 -0.08
N 0.66299 -1.57293 -0.89138 -0.19 0.14 0.03
C -0.42509 -2.40815 -0.73414 0.30 -0.05 -0.06
O -1.54560 -1.98015 -0.52748 -0.22 0.02 0.01
H -1.00764 -5.67962 -0.63379 0.00 0.00 0.00
H -2.08963 -4.49094 -1.39572 0.00 0.00 0.00
H -1.80919 -4.43007 0.34685 -0.01 0.00 0.00
H 1.10886 -5.34008 -1.16636 0.00 0.00 0.00
H 3.07767 -3.84445 -1.52806 -0.01 0.01 0.00

No. 3
85
Properties=species:S:1:pos:R:3:forces:R:3 method="wB97M-V/def2-TZVPD" homo_ev="-9.280 / -9.981" total_charge=+1 spin_multiplicity=3 lumo_ev="-2.23 / -2.61" gap_ev="7.05 / 7.38"
W -0.45704 0.55696 0.59883 0.09 -0.07 0.03
C 4.92049 -1.40304 4.34054 0.00 0.00 0.00
C 4.05881 -0.62932 3.38180 0.01 -0.01 0.00
C 3.85643 0.74063 3.53911 0.00 0.00 0.00
C 3.00551 1.43242 2.69888 0.00 0.01 0.00
C 2.33730 0.80337 1.64811 0.02 0.03 0.02
N 1.39283 1.51445 0.86708 -0.01 -0.05 -0.03
C 1.87965 2.39955 -0.08658 0.02 0.03 0.00
C 3.19718 2.35312 -0.56483 -0.02 -0.01 0.02
C 3.63889 3.20017 -1.55980 0.04 -0.01 0.01
C 2.79093 4.12916 -2.15911 -0.02 0.02 -0.02
C 3.26134 5.00074 -3.29079 0.00 0.01 0.01
C 1.49083 4.19311 -1.68988 0.01 -0.03 0.01
C 1.05029 3.37370 -0.65525 -0.02 0.01 -0.03
N -0.27667 3.60265 -0.16673 -0.03 0.01 0.03
C -0.90912 4.79162 -0.14131 -0.02 0.02 0.00
C -2.20602 4.58417 0.27235 0.00 0.00 0.01
C -2.28750 3.21369 0.50156 -0.01 -0.03 0.00
N -1.12202 2.62870 0.23841 0.03 0.03 0.01
C 2.60149 -0.55266 1.45505 -0.02 -0.02 0.01
C 3.41856 -1.26194 2.32800 0.00 0.01 -0.01
N 2.09253 -1.24334 0.31560 -0.03 0.02 0.00
C 2.71874 -2.21125 -0.38463 0.02 0.00 -0.03
C 1.90416 -2.57131 -1.43187 -0.02 0.00 0.03
C 0.77915 -1.75442 -1.30461 0.02 -0.02 -0.03
N 0.90540 -0.95822 -0.25224 -0.01 0.00 0.05
H 5.78954 -0.82047 4.64450 0.00 0.00 0.00
H 5.27189 -2.33365 3.89714 0.00 0.00 0.00
H 4.36232 -1.65517 5.24436 0.00 0.00 0.00
H 4.35894 1.26665 4.34172 0.00 0.00 0.00
H 2.85009 2.49550 2.83980 0.00 0.00 -0.01
H 3.87717 1.62718 -0.13811 0.00 0.00 0.00
H 4.66625 3.12475 -1.89657 0.00 0.00 0.00
H 4.24136 5.42712 -3.07616 0.00 0.00 0.00
H 2.56986 5.82265 -3.47293 0.00 0.00 0.00
H 3.34923 4.42783 -4.21582 0.00 0.00 0.00
H 0.79659 4.89175 -2.14122 0.00 0.00 0.00
H -0.38939 5.69603 -0.40360 0.01 -0.01 0.00
H -2.97640 5.32219 0.40434 0.00 0.00 0.00
H -3.11360 2.62058 0.86079 -0.01 0.00 0.00
H 3.54999 -2.32750 2.18362 0.00 0.00 0.00
H 3.70326 -2.54455 -0.10733 0.00 0.01 0.01
H 2.10013 -3.31039 -2.18735 0.00 0.00 0.00
H -0.10293 -1.69634 -1.91945 -0.01 0.01 0.01
C -1.44892 1.81284 -3.31082 -0.02 -0.03 -0.02
C -1.56613 0.88625 -2.14251 -0.05 -0.02 -0.02
O -0.48087 0.81323 -1.41252 0.02 0.03 -0.06
C -2.69403 0.14716 -1.91713 0.02 0.01 0.02
C -2.81731 -0.85048 -0.90000 0.00 0.00 0.00
C -3.85218 -1.92097 -1.05314 0.00 0.00 0.01
N -2.01472 -0.84984 0.13413 -0.02 0.01 0.01
N -2.11516 -1.96250 0.98645 -0.01 0.02 -0.04
C -1.20696 -1.90011 1.90837 -0.06 -0.05 0.01
O -0.32845 -0.92852 1.98214 -0.01 0.06 0.02
C -1.13958 -2.93868 2.95737 0.01 -0.01 -0.02
C -2.00996 -4.02719 2.93687 0.01 0.02 0.00
C -1.93416 -4.98840 3.92923 0.01 -0.01 0.01
C -0.99256 -4.86954 4.94486 0.00 0.00 0.00
C -0.12467 -3.78782 4.96582 0.00 0.01 -0.01
C -0.19467 -2.82208 3.97284 0.00 -0.01 0.00
H -0.62648 1.48647 -3.94951 0.02 0.02 0.02
H -1.20264 2.81481 -2.95339 0.00 0.01 0.01
H -2.36461 1.84979 -3.89581 0.00 0.00 0.01
H -3.49652 0.22081 -2.63606 0.00 0.00 0.00
H -4.49627 -1.71067 -1.90259 0.00 0.00 0.00
H -4.44789 -2.01527 -0.14569 0.00 0.00 0.00
H -3.36596 -2.88641 -1.20073 0.00 0.00 0.00
H -2.73512 -4.10855 2.13885 0.00 0.00 0.00
H -2.60813 -5.83455 3.91283 0.00 0.00 0.00
H -0.93588 -5.62293 5.71961 0.00 0.00 0.00
H 0.60754 -3.69673 5.75737 0.00 0.00 0.00
H 0.47739 -1.97403 3.97489 0.01 0.00 0.01
N -3.28299 0.45645 2.62585 0.04 0.00 0.02
C -2.32644 1.20451 3.24919 -0.01 0.00 0.01
C -2.61175 1.74865 4.51459 0.00 0.00 -0.01
C -1.71182 2.58481 5.11591 0.01 0.01 0.00
C -0.52408 2.89122 4.44915 -0.01 -0.01 0.01
C -0.30754 2.32080 3.22542 0.00 0.01 -0.01
N -1.16999 1.47220 2.61772 0.00 0.01 0.01
H -4.02843 0.12425 3.21511 0.00 -0.01 -0.01
H -3.00288 -0.19786 1.91219 0.00 0.01 -0.01
H -3.55034 1.49704 4.98956 0.00 0.00 0.00
H -1.92591 3.00453 6.08988 0.00 0.00 0.00
H 0.21445 3.55600 4.87153 0.00 0.00 0.00
H 0.58568 2.53330 2.66054 0.01 -0.01 -0.01

No. 4
20
Properties=species:S:1:pos:R:3:forces:R:3 method="wB97M-V/def2-TZVPD" homo_ev=-9.344 smiles="C=NCC.O.O.O" lumo_ev=0.67 gap_ev=10.02
C 0.18154 -0.36905 -1.80851 0.53 -0.22 -0.20
N -0.72279 -0.21946 -0.94888 -1.30 -0.46 -0.53
C -1.05525 1.00498 -0.25624 1.33 1.14 -0.57
C -2.51681 1.16629 0.10545 -0.15 0.67 -0.34
H 1.14152 0.16010 -1.90119 -0.48 0.73 0.01
H 0.02283 -1.12645 -2.58540 0.32 -0.50 0.57
H -0.40146 1.27529 0.56409 0.22 -0.53 0.52
H -0.77142 1.78806 -0.99013 -0.48 -0.07 0.37
H -3.15357 0.94098 -0.74889 0.00 -0.21 -0.03
H -2.89117 0.62702 0.97610 0.33 -0.12 -0.05
H -2.64032 2.24749 0.27526 -0.15 -0.32 0.23
O 2.26178 1.63319 0.36561 0.14 0.33 -0.08
H 2.55918 0.73334 0.54961 -0.27 -0.14 0.22
H 2.30339 2.09181 1.21347 0.00 -0.16 -0.16
O -0.15013 -2.67936 0.57350 -0.01 0.06 0.50
H -0.41365 -1.91154 0.03498 -0.10 -0.30 -0.30
H 0.52677 -3.17991 0.11835 -0.15 -0.15 -0.55
O 1.88700 -1.02837 1.44214 0.16 0.68 -0.50
H 1.34226 -1.69194 0.98400 -0.05 0.03 0.67
H 2.49028 -1.46248 2.03668 0.12 -0.47 0.21

Number 1: strongest force on any atom 0.0696 hartree/bohr. Number 2: strongest force on any atom 0.0265 hartree/bohr. Number 3: strongest force on any atom 0.0024 hartree/bohr. Number 4: strongest force on any atom 0.0358 hartree/bohr.